(1)
14
Properties=species:S:1:pos:R:3:mulliken_charge:R:1 method="wB97M-V/def2-TZVPD" relative_energy_kj_mol=205.56 orbital_gap_ev=10.518 spin_multiplicity=1 mol_weight_da=101.10
C -1.821 0.147 0.093 -1.3863
C -0.475 -0.401 -0.324 1.1088
N 0.015 0.015 -1.597 -0.5653
O -0.333 -1.789 -0.024 -0.4780
C 0.491 -0.869 0.673 -0.7734
C 2.274 1.801 0.028 0.0606
O 2.744 1.872 1.058 -0.1175
H -2.056 -0.128 1.124 0.3681
H -1.853 1.237 0.000 0.3281
H -2.597 -0.280 -0.553 0.3151
H -0.709 0.450 -2.156 0.2652
H 0.283 -0.750 1.738 0.2439
H 1.550 -0.911 0.410 0.3847
H 0.795 0.657 -1.515 0.2460


(2)
18
Properties=species:S:1:pos:R:3:mulliken_charge:R:1 method="wB97M-V/def2-TZVPD" smiles="C=CN.CCN" relative_energy_kj_mol=113.48 orbital_gap_ev=9.163 spin_multiplicity=1 mol_weight_da=88.15
C -0.147 -3.533 -1.619 -0.8639
C -0.847 -2.446 -1.313 0.2225
N -1.703 -2.287 -0.239 -0.4734
H -0.217 -4.385 -0.960 0.2043
H 0.417 -3.611 -2.529 0.2487
H -0.794 -1.554 -1.944 0.2558
H -1.742 -3.058 0.411 0.1917
H -1.718 -1.370 0.176 0.2145
C 0.159 2.814 1.555 -0.9918
C 1.249 2.425 0.538 -0.2981
N 1.121 1.069 -0.027 -0.5911
H 0.537 3.505 2.302 0.3042
H -0.722 3.199 1.039 0.2736
H -0.197 1.933 2.084 0.2812
H 1.210 3.136 -0.284 0.3032
H 2.227 2.551 1.002 0.2576
H 0.637 0.497 0.656 0.2113
H 0.530 1.116 -0.847 0.2499


(3)
6
Properties=species:S:1:pos:R:3:mulliken_charge:R:1 method="wB97M-V/def2-TZVPD" orbital_gap_ev="5.691 / 6.720" spin_multiplicity=2 mol_weight_da=164.37
C -1.056 0.649 0.012 -0.5159
H -1.939 1.299 0.038 0.2168
C -0.768 -0.607 -0.050 -0.6417
H -1.275 -1.578 -0.102 0.1971
H 3.417 -0.367 -0.143 -0.4485
Ba 1.620 0.604 0.245 1.1922


(4)
45
Properties=species:S:1:pos:R:3:mulliken_charge:R:1 method="wB97M-V/def2-TZVPD" relative_energy_kj_mol=0.00 orbital_gap_ev="9.518 / 10.531" spin_multiplicity=4 mol_weight_da=331.32
Cr -0.395 -1.215 -1.852 0.6344
F -0.415 -2.992 -2.496 -0.6366
F -2.241 -0.920 -2.177 -0.7055
F 0.518 -0.494 -3.370 -0.6967
C 2.759 -1.793 -1.975 -0.8795
O 1.677 -1.580 -1.073 0.4747
C 1.808 -2.321 0.122 -0.8817
C 0.469 -2.265 0.891 -0.7576
N -0.673 -2.251 -0.028 0.3092
C -1.972 -2.095 0.687 -0.7951
C -2.078 -0.957 1.707 -0.8400
O -2.113 0.329 1.129 -0.2265
C -3.393 0.838 0.822 -0.9785
H 2.571 -2.723 -2.517 0.2260
H 3.712 -1.928 -1.458 0.3356
H 2.816 -0.975 -2.683 0.2689
H 2.644 -1.945 0.716 0.4490
H 2.004 -3.388 -0.046 0.5059
H 0.599 -1.343 1.466 0.1890
H 0.436 -3.052 1.650 0.4250
H -0.742 -3.256 -0.195 0.3197
H -2.253 -2.968 1.288 0.3737
H -2.770 -1.932 -0.037 0.4445
H -1.328 -1.072 2.490 0.3565
H -3.061 -1.072 2.181 0.4988
H -3.990 0.922 1.736 0.3748
H -3.973 0.360 0.030 0.2920
H -3.186 1.859 0.497 0.2810
C 2.165 1.772 -1.165 -1.8182
C 1.156 1.227 -0.168 1.1060
C 0.786 2.225 0.903 -0.7519
O 0.300 3.422 0.339 -0.3088
C -0.233 4.327 1.268 -0.7841
N -0.083 0.748 -0.915 0.2720
H 1.934 2.777 -1.518 0.3972
H 2.302 1.103 -2.012 0.3450
H 3.128 1.863 -0.651 0.3981
H 1.593 0.351 0.311 -0.2652
H 1.663 2.431 1.530 0.5145
H -0.038 1.833 1.515 0.3358
H -0.983 3.889 1.941 0.2817
H -0.697 5.148 0.728 0.2656
H 0.582 4.710 1.898 0.3098
H -0.698 0.791 -0.096 -0.0255
H -0.306 1.612 -1.410 0.3670


(5)
7
Properties=species:S:1:pos:R:3:mulliken_charge:R:1 method="wB97M-V/def2-TZVPD" smiles="FC1=CC1" relative_energy_kj_mol=172.44 orbital_gap_ev=9.814 spin_multiplicity=1 mol_weight_da=58.06
F 2.834 -0.467 -0.247 -0.2164
C 1.557 -0.255 -0.215 0.2085
C 0.323 -0.675 -0.769 -0.3114
C 0.236 0.334 0.312 -0.4311
H -0.264 -1.151 -1.389 0.4303
H -0.177 1.390 0.160 0.1784
H 0.015 0.137 1.471 0.1418


(6)
91
Properties=species:S:1:pos:R:3:mulliken_charge:R:1 method="wB97M-V/def2-TZVPD" total_charge=-1 relative_energy_kj_mol=25.25 orbital_gap_ev=5.953 spin_multiplicity=1 mol_weight_da=782.74
O -2.775 2.202 7.949 -0.4976
N -2.924 2.151 6.762 0.2259
O -4.057 1.566 6.412 -0.1362
P -4.006 0.884 4.666 0.2603
C -3.953 0.206 2.895 -0.7495
O -3.070 0.917 2.016 -0.3573
C -1.731 0.636 2.283 -0.3144
O -1.061 0.568 1.051 -0.0081
C 0.344 0.586 1.221 -0.6064
C 1.042 -0.390 0.237 0.0284
O 0.150 -1.313 -0.357 -0.5494
O -4.994 -0.425 5.199 -0.5982
C -4.276 -1.579 5.527 -0.7946
C -2.860 -1.141 5.904 0.2757
C -1.696 -2.109 5.618 -0.6137
C -1.904 -3.055 4.436 0.1597
C -0.873 -4.173 4.250 -1.0851
S 0.843 -3.739 4.378 1.1815
O 1.136 -2.714 3.427 -0.5220
O 1.590 -4.948 4.281 -0.6803
O 1.083 -3.197 5.846 -0.4976
O -2.602 0.005 5.137 -0.5382
H -5.212 1.614 4.448 -0.0855
H -3.223 2.012 4.287 0.0283
H -3.709 -0.864 2.865 0.3189
H -4.952 0.298 2.467 0.5197
H -1.312 1.400 2.947 0.4284
H -1.638 -0.325 2.805 0.0213
H 0.692 1.609 1.062 0.2679
H 0.603 0.300 2.242 0.3766
H 1.786 -0.937 0.817 0.2815
H 1.547 0.186 -0.531 -0.0982
H -0.006 -2.013 0.287 0.2980
H -4.740 -2.080 6.384 0.3650
H -4.336 -2.284 4.694 0.3903
H -2.865 -0.895 6.970 0.3146
H -1.422 -2.661 6.518 0.6756
H -0.868 -1.442 5.374 -0.1378
H -2.852 -3.561 4.594 0.4046
H -2.013 -2.468 3.528 -0.1702
H -1.066 -5.014 4.907 0.4181
H -0.927 -4.528 3.224 0.3912
H 0.920 -2.238 5.826 0.4069
C -3.881 -0.474 -0.664 -0.2220
C -4.886 -1.185 -1.310 -0.6335
C -4.956 -1.207 -2.693 -0.7079
C -4.020 -0.508 -3.442 0.1918
C -3.017 0.226 -2.793 0.1343
C -2.947 0.233 -1.405 -0.5792
C -2.025 1.015 -3.572 0.4567
O -1.145 1.651 -3.034 -0.6717
C -2.145 1.012 -5.064 -0.0123
C -1.265 1.783 -5.813 -0.4185
C -1.350 1.786 -7.195 -0.4875
C -2.312 1.012 -7.836 -0.4662
C -3.194 0.247 -7.094 -0.6050
C -3.119 0.250 -5.707 0.2792
C -4.100 -0.560 -4.924 0.6350
O -4.935 -1.233 -5.496 -0.6929
H -3.823 -0.462 0.413 0.4723
H -5.620 -1.727 -0.728 0.4457
H -5.732 -1.763 -3.200 0.4628
H -2.165 0.785 -0.903 0.7037
H -0.519 2.378 -5.304 0.4712
H -0.666 2.391 -7.776 0.3968
H -2.375 1.011 -8.917 0.3936
H -3.949 -0.355 -7.582 0.4673
C 3.268 2.238 -4.961 -0.2923
C 4.358 2.474 -5.792 -0.6314
C 5.646 2.298 -5.319 -0.5970
C 5.852 1.894 -4.006 0.4408
C 4.758 1.676 -3.166 0.2833
C 3.466 1.840 -3.650 -0.9638
C 4.950 1.280 -1.742 0.4662
O 3.999 1.087 -1.019 -0.6130
C 6.345 1.138 -1.237 0.1054
C 6.548 0.817 0.099 -0.5433
C 7.836 0.669 0.583 -0.5300
C 8.926 0.833 -0.266 -0.4496
C 8.728 1.156 -1.597 -0.6082
C 7.438 1.317 -2.087 0.2904
C 7.246 1.693 -3.517 0.5521
O 8.196 1.833 -4.259 -0.6855
H 2.261 2.367 -5.335 0.4606
H 4.200 2.794 -6.814 0.3935
H 6.499 2.474 -5.959 0.4642
H 2.624 1.658 -2.996 0.6745
H 5.695 0.687 0.750 0.5068
H 7.993 0.422 1.625 0.4049
H 9.931 0.710 0.114 0.3925
H 9.569 1.289 -2.264 0.4673